C9H10N4 | ωB97M-V/def2-TZVPD

Structure (XYZ):
```
23
Properties=species:S:1:pos:R:3
C 0.76739 2.28546 -0.04703
C 1.19270 1.07291 0.33357
C 1.75238 -1.84994 -1.21946
C 0.47464 -1.71503 0.48716
C -0.76913 -1.68797 1.26041
C -0.98899 0.13823 -0.05517
C -0.56512 2.59274 -0.58287
C -1.61050 1.41990 -0.52723
C 0.50779 -0.18532 -0.21260
N 1.02643 -2.54539 -0.27182
N -1.56193 -0.64530 0.86190
N 1.34729 -0.61150 -1.29465
N -1.06502 -2.61004 2.15741
H 1.33932 3.09576 0.14161
H 2.05145 1.00870 0.80039
H 2.45255 -2.46216 -1.74378
H -1.14897 3.29185 0.01455
H -0.31012 2.95329 -1.56166
H -1.91447 1.13121 -1.60953
H -2.36648 1.56553 0.16300
H 1.88081 -0.13819 -1.99818
H -0.47067 -3.41100 2.39035
H -2.02136 -2.69374 2.51362
```

For the energy, the calculation gives -15434.700 eV. The HOMO energy is -17.77 eV. The total charge is +2. The energy above the lowest of the compared OMol25 structures with the same formula, charge and spin comes out at 2.2166 eV. As for the spin multiplicity: 1.

=====

C3H6N2O | ωB97M-V/def2-TZVPD

Structure (XYZ):
```
12
Properties=species:S:1:pos:R:3
N 0.17622 1.14012 -1.34487
C 0.11717 -0.20994 -1.22332
O 0.51158 -1.00154 -2.06307
C -0.38747 -0.67904 0.11821
C 0.49880 -0.38801 1.26814
N -0.72381 0.37662 1.07625
H 0.49647 1.52965 -2.21686
H -0.31755 1.71146 -0.67415
H -0.90652 -1.63686 0.08720
H 1.41533 0.17037 1.11000
H 0.50702 -1.11909 2.07069
H -1.38725 0.10625 1.79178
```

For the energy, the calculation gives -8235.496 eV. The HOMO energy is -9.69 eV. The energy above the lowest of the compared OMol25 structures with the same formula, charge and spin comes out at 1.2025 eV. The SMILES is NC(=O)[C@H]1CN1. As for the spin multiplicity: 1.

=====

C51H33BrN12O4Yb | ωB97M-V/def2-TZVPD

Structure (XYZ):
```
102
Properties=species:S:1:pos:R:3
Yb 0.05171 -0.07547 -0.19466
C 6.82541 1.45233 -0.60686
C 6.82941 0.51803 -1.63856
C 5.69301 -0.21177 -1.95476
C 4.54031 0.05733 -1.23716
C 3.18931 -0.47047 -1.30806
N 2.39501 0.15713 -0.39596
C 3.16841 1.03523 0.31024
N 2.75911 1.84983 1.26054
C 1.62371 1.70313 1.91394
C 1.15291 2.57083 2.98434
C 1.51031 3.84093 3.40244
C 0.77021 4.40733 4.43054
C -0.26389 3.71623 5.05634
C -0.58929 2.42033 4.68044
C 0.11571 1.86373 3.62724
C -0.02659 0.60963 2.91184
N -0.74339 -0.41057 3.33454
C -0.87859 -1.53347 2.65504
N -0.57689 -1.72547 1.33734
C -0.91939 -2.99457 1.00564
N -0.82059 -3.55537 -0.19096
C -0.01399 -3.11247 -1.13256
N 0.83861 -2.05317 -1.02746
C 1.73141 -2.11607 -2.05256
N 2.84111 -1.41427 -2.16396
C 1.37391 -3.20727 -2.94606
C 1.92641 -3.68607 -4.12156
C 1.33971 -4.79837 -4.70386
C 0.23121 -5.41587 -4.12786
C -0.33109 -4.94027 -2.95486
C 0.25011 -3.83027 -2.36826
C -1.45639 -3.68457 2.16184
C -1.84629 -4.99577 2.37014
C -2.26909 -5.34527 3.64164
C -2.26389 -4.42177 4.68454
C -1.83399 -3.11727 4.49294
C -1.43769 -2.75057 3.21644
N 0.81741 0.60623 1.83944
C 4.53111 1.00893 -0.19816
C 5.68271 1.69803 0.13964
H 7.73091 1.99573 -0.38246
H 7.73071 0.35853 -2.20956
H 5.70441 -0.96027 -2.73316
H 2.33271 4.36393 2.93914
H 0.98951 5.41333 4.75314
H -0.82249 4.20603 5.83974
H -1.35019 1.84643 5.18594
H 2.79941 -3.21447 -4.54636
H 1.75471 -5.20007 -5.61686
H -0.17679 -6.30037 -4.59256
H -1.18569 -5.41607 -2.49966
H -1.79609 -5.71377 1.56784
H -2.59329 -6.35677 3.83454
H -2.57109 -4.74767 5.66724
H -1.77679 -2.41247 5.30734
H 5.68271 2.40603 0.95124
O -2.15089 6.62523 2.04964
N -2.19629 5.69663 2.82424
O -2.26579 5.80563 4.02734
C -2.18989 4.34333 2.30684
C -2.74329 3.39643 3.12404
C -2.87879 2.05393 2.70104
C -3.58859 1.08403 3.43254
C -3.78019 -0.15397 2.87644
C -3.19569 -0.43437 1.63474
N -2.43649 0.41493 0.96874
C -2.29259 1.65173 1.48034
C -1.64139 2.63373 0.65334
N -1.16809 2.19733 -0.53636
C -0.91059 3.10143 -1.46606
C -0.96239 4.47343 -1.22976
C -1.28489 4.92963 0.02464
C -1.68229 4.00473 1.00854
H -3.16609 3.70453 4.07134
H -3.98109 1.33053 4.40644
H -4.34499 -0.91837 3.38754
H -3.37599 -1.39407 1.16754
H -0.68139 2.72143 -2.45476
H -0.74519 5.16263 -2.02726
H -1.31369 5.98633 0.23264
O 2.42401 -0.05177 -6.43176
C 1.79911 0.12353 -5.27436
C 0.69851 -0.63527 -4.86346
C 0.13541 -0.38467 -3.63236
N 0.54511 0.57363 -2.79256
C 1.57321 1.30873 -3.21896
Br 2.11971 2.74083 -2.10236
C 2.23871 1.13513 -4.41466
H 2.07161 -0.80327 -6.93006
H 0.29791 -1.42427 -5.48086
H -0.70269 -0.97657 -3.29316
H 3.07831 1.75543 -4.68566
C -3.77799 -1.80047 -2.91966
C -3.15229 -0.63677 -2.16076
O -1.98799 -1.04657 -1.43396
H -4.59819 -1.44527 -3.53746
H -4.17559 -2.54007 -2.22606
H -3.04489 -2.29007 -3.56026
H -3.88139 -0.20587 -1.46536
H -2.82549 0.14793 -2.84856
H -2.22829 -1.87837 -0.99006
```

For the energy, the calculation gives -181065.168 eV. The HOMO energy (spin up / spin down) is -8.56 / -8.65 eV. The total charge is +1. The energy above the lowest of the compared OMol25 structures with the same formula, charge and spin comes out at 0.0000 eV. As for the spin multiplicity: 2.